1.
{"formula": "C14H28Cl2NOP2Sc", "method": "ωB97M-V/def2-TZVPD", "elements": ["C", "C", "H", "H", "H", "O", "Cl", "Sc", "P", "C", "C", "H", "H", "H", "H", "H", "H", "C", "H", "H", "H", "P", "C", "C", "H", "H", "H", "C", "H", "H", "H", "H", "H", "H", "Cl", "C", "C", "C", "C", "N", "C", "C", "H", "H", "H", "H", "H", "H", "H"], "coordinates": [[2.934229, -1.772082, 1.922817], [1.984211, -0.838147, 1.339518], [3.333933, -1.428326, 2.890434], [3.751960, -1.948154, 1.201533], [2.411359, -2.731229, 2.045480], [1.779836, 0.332840, 1.416904], [1.394412, -2.921212, -0.645840], [0.038065, -0.979833, -0.620152], [2.025382, 0.119094, -2.005796], [2.083772, 1.923803, -2.274773], [3.796164, -0.245514, -1.746462], [4.351786, 0.147613, -2.612205], [2.700757, -0.125935, -4.311654], [3.941826, -1.330750, -1.667261], [1.797186, -1.569739, -3.731228], [2.367178, 2.433425, -1.345423], [4.157648, 0.231232, -0.825995], [1.839228, -0.474736, -3.728135], [2.818175, 2.145504, -3.065074], [0.906632, -0.089579, -4.154757], [1.086986, 2.274504, -2.573984], [-1.181284, -2.157793, 1.424723], [-2.426440, -1.220787, 2.373021], [-2.234909, -3.475829, 0.692961], [0.256428, -3.896189, 2.335712], [-1.226573, -3.615648, 3.326013], [0.172836, -2.483016, 3.431341], [-0.409688, -3.132230, 2.763568], [-1.630720, -4.049230, -0.019901], [-2.608766, -4.133637, 1.488968], [-2.947764, -1.904002, 3.059748], [-3.142468, -0.749125, 1.689433], [-3.071007, -3.024135, 0.146229], [-1.918138, -0.429565, 2.938695], [-1.426330, -1.470667, -2.336505], [-2.995699, 4.769850, 0.192580], [-2.232799, 3.480312, 0.135504], [-2.840374, 2.325599, -0.342684], [-2.116650, 1.144247, -0.433521], [-0.804791, 1.049976, -0.076032], [-0.218139, 2.179962, 0.405841], [-0.898443, 3.382521, 0.538573], [-3.339657, 5.070991, -0.805211], [-3.888725, 4.672518, 0.822076], [-2.374457, 5.574399, 0.596173], [-3.876768, 2.337066, -0.661000], [-2.588468, 0.246549, -0.835106], [0.833301, 2.116599, 0.694388], [-0.364233, 4.238487, 0.946467]], "forces_ev_per_angstrom": [[-0.1, -2.1, 0.0], [1.3, 6.2, 2.1], [-0.4, 0.5, -0.4], [-0.4, 0.2, 0.0], [0.3, 0.1, 0.0], [-0.1, -6.2, -1.3], [0.4, 0.5, 0.6], [-1.3, 0.3, -1.6], [0.8, 0.6, -1.2], [-0.2, 0.1, 0.2], [0.0, -0.2, 0.4], [-0.1, -0.2, 0.4], [-0.2, -0.1, 0.1], [0.1, 0.2, -0.1], [0.0, 0.2, -0.1], [0.0, 0.0, -0.3], [0.1, 0.0, -0.2], [-0.3, -0.2, 0.2], [-0.3, 0.0, 0.3], [0.2, -0.1, 0.0], [0.3, 0.0, 0.0], [-1.2, -0.9, 1.2], [0.2, 0.4, 0.0], [0.3, 0.2, -0.6], [-0.3, 0.1, 0.2], [0.5, 0.2, -0.2], [-0.2, -0.2, 0.0], [0.5, 0.1, 0.0], [-0.2, 0.0, 0.1], [0.1, 0.2, -0.2], [0.1, 0.3, -0.2], [0.1, -0.1, 0.2], [0.2, -0.1, 0.1], [-0.3, -0.1, 0.0], [0.4, 0.0, 0.4], [0.1, 0.2, 0.1], [-0.1, 0.3, 0.0], [0.3, -0.7, -0.1], [0.1, 0.4, 0.2], [-0.2, 0.5, 0.1], [-0.4, 0.0, -0.1], [0.4, -0.4, -0.1], [0.1, -0.1, 0.2], [0.2, 0.0, -0.1], [-0.2, -0.1, -0.1], [0.1, 0.0, 0.0], [0.2, 0.3, 0.1], [-0.6, 0.1, -0.2], [-0.2, -0.1, -0.1]], "homo_ev": -15.86, "homo_lumo_gap_ev": 5.6, "charge": 2, "spin_multiplicity": 1}

2.
{"formula": "C14H28CuO8S2", "method": "ωB97M-V/def2-TZVPD", "elements": ["Cu", "C", "O", "H", "H", "H", "C", "O", "H", "H", "H", "C", "C", "C", "S", "O", "O", "C", "H", "H", "H", "H", "H", "H", "H", "H", "C", "C", "C", "S", "O", "O", "C", "H", "H", "H", "H", "H", "H", "H", "H", "O", "C", "O", "C", "C", "C", "H", "H", "H", "H", "H", "H"], "coordinates": [[0.317821, 9.223513, 5.109826], [0.492815, 13.708768, 9.436595], [1.044775, 12.594937, 8.802895], [-0.566351, 13.737040, 9.180741], [0.815853, 13.736008, 10.477278], [0.881684, 14.663920, 9.083639], [-0.831280, 3.478982, 5.756956], [-0.262115, 4.594470, 6.349436], [-1.347855, 2.996930, 6.586933], [-1.458540, 3.620697, 4.876860], [-0.044487, 2.829442, 5.373317], [4.722352, 4.674490, 1.230428], [5.217519, 5.063767, -0.158327], [5.389519, 6.616437, -0.217648], [5.328893, 7.287078, 1.516150], [4.021702, 7.886702, 1.779429], [6.521535, 8.045141, 1.853966], [5.377144, 5.593210, 2.281567], [4.748958, 3.600414, 1.414122], [3.679948, 4.978229, 1.326434], [4.637828, 4.695377, -1.004700], [6.190280, 4.582694, -0.260412], [4.674430, 7.182167, -0.814898], [6.367619, 6.860657, -0.632113], [4.943175, 5.641379, 3.280289], [6.433501, 5.364759, 2.423016], [-6.279198, 9.979574, 10.165901], [-7.236979, 9.538675, 11.299139], [-6.386585, 8.804531, 12.402679], [-5.419937, 7.659745, 11.415641], [-6.238317, 6.468587, 11.202762], [-4.051532, 7.596671, 12.037399], [-5.347517, 8.743116, 9.842818], [-5.626908, 10.779042, 10.517257], [-6.739222, 10.288134, 9.227150], [-7.996977, 8.836146, 10.957142], [-7.813728, 10.370631, 11.703247], [-6.858530, 8.346913, 13.272134], [-5.676772, 9.550690, 12.759763], [-5.706948, 8.170951, 8.987514], [-4.289418, 9.001554, 9.884431], [-3.805168, 12.232777, 2.563909], [-4.357907, 13.270636, 2.209396], [-5.588566, 13.635902, 2.755203], [-6.001331, 14.766063, 2.081038], [-4.830995, 15.229611, 1.072898], [-4.021063, 13.969560, 0.927533], [-6.325913, 15.591674, 2.714381], [-6.784065, 14.519762, 1.363561], [-4.188779, 15.964412, 1.558413], [-5.110675, 15.659165, 0.110933], [-2.965317, 14.113001, 0.697483], [-4.361362, 13.239788, 0.192859]], "forces_ev_per_angstrom": [[0.0, -0.2, 0.3], [1.3, -1.3, -1.6], [-0.1, 0.5, 0.2], [-0.7, 0.2, 0.9], [-0.8, -0.2, 0.9], [0.3, 0.7, -0.6], [1.6, 1.1, 1.1], [-0.3, 0.5, -0.8], [-0.7, -0.8, -0.3], [-0.8, 0.4, -0.1], [0.3, -0.8, -0.1], [-1.5, 1.1, 0.6], [0.7, 0.6, 0.2], [0.5, 0.0, 0.2], [-0.5, -0.7, 0.4], [1.1, -0.6, -0.5], [-0.6, -0.6, -0.4], [0.9, 0.2, -0.5], [0.4, 0.2, 0.2], [-0.4, -0.4, -0.3], [-0.4, 0.0, 0.3], [0.3, 0.3, -0.2], [-0.3, -0.3, 0.2], [0.1, 0.1, 0.3], [-0.4, 0.0, -0.3], [0.2, 0.1, -0.1], [0.9, -1.4, 0.3], [-0.4, -0.5, 0.6], [0.1, 1.6, -1.3], [1.9, 0.0, 0.8], [0.8, 0.8, 0.0], [-3.0, -0.2, -1.6], [-0.5, 0.1, 2.0], [-0.2, 0.1, 0.0], [-0.3, 0.1, 0.3], [0.1, -0.1, -0.4], [0.3, 0.1, 0.1], [-0.2, -0.2, -0.5], [0.2, -0.1, 0.2], [0.4, -0.1, 0.2], [-0.1, -0.1, -0.7], [-1.1, 2.5, 0.0], [0.9, -4.7, 0.9], [2.3, -0.2, -0.2], [-0.1, 2.2, -3.1], [-0.1, 0.2, 0.8], [-0.3, 0.3, 0.3], [0.1, -0.3, 0.2], [-0.6, -0.2, 0.5], [-0.1, 0.1, 0.1], [-0.6, 0.0, 0.3], [0.0, -0.1, 0.6], [-0.4, 0.2, -0.3]], "homo_ev": -3.01, "homo_lumo_gap_ev": 2.7, "charge": -1, "spin_multiplicity": 1}